Entry 1:
# C30H33CoF6N6O5S3Te

A structure of composition C30H33CoF6N6O5S3Te (the ωB97M-V functional and the def2-TZVPD basis, the OMol25 dataset).

Properties
- DFT total energy (eV) = -144544.60706
- ΔE to the lowest compared entry with this formula, charge and spin (kJ/mol) = 344.49
- multiplicity = 2
- total charge = +1
- largest force on an atom (eV/A) = 0.75

Structure (XYZ):
```
85
Properties=species:S:1:pos:R:3:mulliken_charge:R:1
Co -1.74841 -1.52210 1.20182 0.0363
F -4.15083 -0.14734 3.39354 -0.2512
C -4.52373 0.82203 2.50325 0.8660
F -5.70165 0.42048 2.00456 -0.2820
F -4.72690 1.93970 3.20744 -0.2483
S -3.36658 1.19596 1.02941 -0.3311
O -3.22693 -0.31332 0.64381 -0.5785
O -1.92887 1.77840 -0.14429 -0.7545
N -1.76606 1.76388 3.41035 0.6619
S -1.39028 0.59915 4.51343 1.0845
O -2.01949 0.88228 5.75371 -0.6386
O -1.48568 -0.68972 3.87461 -0.5863
C 0.42437 0.85429 4.75773 0.6462
F 0.89184 -0.11075 5.53287 -0.2095
F 0.65205 2.03147 5.31581 -0.2199
F 1.02714 0.80345 3.56989 -0.1590
C -5.20708 -4.69281 3.22920 -1.2367
C -3.77717 -4.85416 2.88051 0.9482
N -3.05149 -5.90843 3.05188 -0.7620
N -1.80658 -5.56483 2.58858 0.2158
C -1.74021 -4.31868 2.13072 0.2188
S -0.47310 -3.41541 1.47540 -0.4877
N -3.00138 -3.85790 2.30829 0.2410
N -3.31607 -2.54615 1.95340 -0.3558
H -5.56858 -5.62407 3.65578 0.3558
H -5.80173 -4.45511 2.34603 0.3202
H -5.34075 -3.89363 3.95987 0.3150
H -1.05203 -6.22967 2.63505 0.1796
H -3.57336 -2.00096 2.77885 0.4101
H -4.08504 -2.50668 1.28668 0.3932
C 7.39284 1.66090 -2.52914 -1.5606
C 6.03732 1.14973 -2.12608 0.3907
C 5.45940 1.50857 -0.91884 -0.9934
C 4.20735 1.04488 -0.52325 1.2956
C 3.71160 1.46844 0.83688 -1.5459
C 3.50177 0.21159 -1.40214 0.3609
Te 1.63391 -0.71160 -0.89750 0.5280
N -0.24925 -0.49506 0.62968 -0.7138
C -0.01872 0.75103 0.52374 0.0485
O 1.08673 1.10688 -0.14848 -0.2298
C -0.98892 1.88081 0.88072 4.1403
C -0.38775 3.24396 0.96842 -1.5628
C -0.56906 4.17739 1.90293 -0.4165
C -1.30875 4.14119 3.16719 -0.8388
C -1.80201 3.11703 3.85424 -0.7843
C -1.84010 1.37610 2.05083 -1.1772
C 0.48802 -0.24795 -2.59962 1.0586
C 0.52490 1.00533 -3.22302 1.2639
C 1.40025 2.16703 -2.83040 -1.3836
C -0.30411 1.18716 -4.32786 -1.2398
C -1.14314 0.19601 -4.81273 0.5381
C -2.02945 0.43794 -6.00112 -1.5997
C -1.15155 -1.03298 -4.16282 -1.0305
C -0.34950 -1.27474 -3.06011 0.8290
C -0.42258 -2.62725 -2.39750 -1.6966
C 4.09343 -0.22621 -2.59977 1.0245
C 3.45588 -1.23314 -3.52779 -1.7201
C 5.34558 0.26575 -2.94185 -0.9828
H 7.79222 2.35276 -1.78958 0.3560
H 7.34366 2.17831 -3.48818 0.3517
H 8.09939 0.83691 -2.63969 0.3574
H 6.00535 2.16129 -0.24697 0.3289
H 4.54131 1.84969 1.43022 0.4919
H 3.27038 0.63816 1.39262 0.2404
H 2.95721 2.24925 0.76667 0.1812
H 0.18099 3.51583 0.08618 0.4506
H -0.11568 5.14131 1.70244 0.4250
H -1.45005 5.10386 3.64239 0.4168
H -2.26659 3.24842 4.82075 0.6497
H -1.61441 0.32732 2.04287 -0.0045
H 1.51751 2.26665 -1.75467 -0.1597
H 0.95962 3.08796 -3.20870 0.5243
H 2.39552 2.07007 -3.26848 0.3229
H -0.29067 2.15179 -4.82228 0.3795
H -1.84277 1.41433 -6.44415 0.3752
H -3.08032 0.39303 -5.70995 0.3440
H -1.86950 -0.32269 -6.76627 0.3755
H -1.80390 -1.82233 -4.52018 0.4162
H -0.98422 -3.32408 -3.01690 0.4998
H -0.93789 -2.55687 -1.43571 0.0548
H 0.55926 -3.06702 -2.21243 0.3060
H 3.05614 -2.09932 -2.98748 0.2576
H 4.19870 -1.61340 -4.22632 0.5131
H 2.63972 -0.80408 -4.10873 0.2947
H 5.79954 -0.06531 -3.87021 0.4570
```

Entry 2:
# C5H5ClN2O2

An isolated molecule of C5H5ClN2O2 in a non-equilibrium geometry (the ωB97M-V functional and the def2-TZVPD basis, the OMol25 dataset).

Properties
- DFT total energy (eV) = -24858.65333
- ΔE to the lowest compared entry with this formula, charge and spin (kJ/mol) = 539.39
- SMILES = [H]/N=C/C=C\C=C(\Cl)[N+](=O)[O-]
- multiplicity = 1
- largest force on an atom (eV/A) = 1.06

Structure (XYZ):
```
15
Properties=species:S:1:pos:R:3:mulliken_charge:R:1
H -1.21133 -1.97290 -1.14171 0.1924
N -0.79670 -1.10240 -0.82426 -0.3918
C -1.54785 -0.08940 -0.77490 -0.0492
C -1.11363 1.20587 -0.29271 -0.5516
C -0.19024 1.41406 0.65823 -0.3284
C 0.55817 0.37941 1.33780 -0.3700
C 1.21648 -0.63212 0.75967 0.2874
Cl 1.92654 -1.91777 1.63116 -0.1438
N 1.52591 -0.68518 -0.67566 0.9927
O 1.51181 0.36558 -1.27030 -0.5580
O 1.90011 -1.73970 -1.11959 -0.6020
H -2.59996 -0.11440 -1.08747 0.3760
H -1.67127 2.05060 -0.67397 0.3583
H -0.05226 2.41188 1.05314 0.3854
H 0.54421 0.42646 2.42057 0.4024
```

Entry 3:
# C2H2Cl2O2S

A cluster of 2 separate species, C2H2Cl2O2S in total in a non-equilibrium geometry (the ωB97M-V functional and the def2-TZVPD basis, the OMol25 dataset).

Properties
- DFT total energy (eV) = -42079.95536
- ΔE to the lowest compared entry with this formula, charge and spin (kJ/mol) = 115.57
- multiplicity = 1
- largest force on an atom (eV/A) = 1.70

Structure (XYZ):
```
9
Properties=species:S:1:pos:R:3:mulliken_charge:R:1
C -1.81050 -0.22871 0.07515 -0.3905
C 1.47506 0.60955 -0.44631 0.5719
O 0.50616 0.79741 -1.09647 -0.3818
O 0.36270 -1.01028 1.09779 -0.5024
S -0.85026 -1.48724 0.42261 0.3480
Cl 1.98649 1.58748 0.86309 -0.0986
Cl 2.62229 -0.64588 -0.77999 -0.1028
H -2.72367 -0.41338 -0.45696 0.2911
H -1.56826 0.79105 0.32107 0.2651
```